The following is a DFT calculation (ωB97M-V with the def2-TZVPD basis set) of an isolated molecule of C17H20N2O2.

Frontier orbital gap (eV): 9.330
E_LUMO (eV): 0.88
HOMO level (hartree): -0.3106
SMILES: Cc1cccc(OCC(=O)N(C)CCc2ccccn2)c1

Each atom is followed by the atoms it is bonded to, with distances in Å.
CARTESIAN COORDINATES (ANGSTROEM)
1 C 0.67 1.74 -3.30  C2 1.499, H22 1.090, H23 1.087, H24 1.088
2 C 1.39 1.51 -2.00  C1 1.499, C3 1.387, C21 1.390
3 C 2.09 2.54 -1.38  C2 1.387, C4 1.385, H25 1.080
4 C 2.73 2.31 -0.18  C3 1.385, C5 1.379, H26 1.080
5 C 2.70 1.07 0.41  C4 1.379, C6 1.394, H27 1.078
6 C 2.01 0.02 -0.21  C5 1.394, O7 1.368, C21 1.388
7 O 2.08 -1.19 0.42  C6 1.368, C8 1.409
8 C 1.52 -2.31 -0.21  O7 1.409, C9 1.533, H28 1.095, H29 1.096
9 C -0.01 -2.38 -0.15  C8 1.533, O10 1.221, N11 1.345
10 O -0.67 -2.47 -1.18  C9 1.221
11 N -0.57 -2.38 1.07  C9 1.345, C12 1.445, C13 1.449
12 C 0.14 -2.20 2.32  N11 1.445, H30 1.093, H31 1.086, H32 1.091
13 C -2.02 -2.41 1.17  N11 1.449, C14 1.535, H33 1.092, H34 1.096
14 C -2.59 -1.13 1.81  C13 1.535, C15 1.503, H35 1.091, H36 1.090
15 C -2.07 0.09 1.12  C14 1.503, C16 1.390, N20 1.327
16 C -2.58 0.52 -0.10  C15 1.390, C17 1.383, H37 1.079
17 C -2.06 1.66 -0.68  C16 1.383, C18 1.386, H38 1.081
18 C -1.04 2.34 -0.02  C17 1.386, C19 1.385, H39 1.078
19 C -0.58 1.82 1.18  C18 1.385, N20 1.321, H40 1.082
20 N -1.08 0.73 1.74  C15 1.327, C19 1.321
21 C 1.35 0.26 -1.41  C2 1.390, C6 1.388, H41 1.079
22 H -0.36 2.01 -3.11  C1 1.090
23 H 0.68 0.84 -3.91  C1 1.087
24 H 1.14 2.55 -3.86  C1 1.088
25 H 2.13 3.51 -1.84  C3 1.080
26 H 3.26 3.12 0.31  C4 1.080
27 H 3.20 0.87 1.34  C5 1.078
28 H 1.94 -3.18 0.30  C8 1.095
29 H 1.81 -2.36 -1.27  C8 1.096
30 H 0.15 -1.15 2.60  C12 1.093
31 H 1.17 -2.55 2.23  C12 1.086
32 H -0.36 -2.78 3.09  C12 1.091
33 H -2.40 -2.53 0.15  C13 1.092
34 H -2.32 -3.28 1.77  C13 1.096
35 H -3.68 -1.17 1.73  C14 1.091
36 H -2.32 -1.08 2.86  C14 1.090
37 H -3.37 -0.04 -0.59  C16 1.079
38 H -2.44 2.03 -1.62  C17 1.081
39 H -0.61 3.24 -0.43  C18 1.078
40 H 0.22 2.30 1.73  C19 1.082
41 H 0.78 -0.52 -1.89  C21 1.079

The following is a DFT calculation (ωB97M-V with the def2-TZVPD basis set) of a cluster of 15 separate species, C17H64N10O15 in total.

Frontier orbital gap (eV): 7.902
E_LUMO (eV): 0.08
HOMO level (hartree): -0.2875

Each atom is followed by the atoms it is bonded to, with distances in Å.
CARTESIAN COORDINATES (ANGSTROEM)
1 C 0.07 -0.04 -4.37  C2 1.492, H4 1.093, H5 1.060, H6 1.085
2 C -0.22 1.13 -3.49  C1 1.492, O3 1.425, H7 1.021, H8 1.096
3 O 0.66 2.22 -3.73  C2 1.425, H9 0.945
4 H -0.68 -0.83 -4.44  C1 1.093
5 H 0.93 -0.51 -3.97  C1 1.060
6 H 0.30 0.33 -5.37  C1 1.085
7 H -0.16 0.83 -2.52  C2 1.021
8 H -1.23 1.50 -3.70  C2 1.096
9 H 0.67 2.67 -2.90  O3 0.945
10 C -4.23 -3.18 1.35  C11 1.518, H13 1.092, H14 1.060, H15 1.072
11 C -5.41 -2.98 0.42  C10 1.518, O12 1.402, H16 1.086, H17 1.047
12 O -6.45 -3.80 0.88  C11 1.402, H18 0.954
13 H -3.25 -2.96 0.91  C10 1.092
14 H -4.18 -4.13 1.81  C10 1.060
15 H -4.37 -2.51 2.17  C10 1.072
16 H -5.24 -3.36 -0.59  C11 1.086
17 H -5.59 -1.95 0.33  C11 1.047
18 H -6.21 -4.72 0.89  O12 0.954
19 C -2.46 2.67 -1.81  O20 1.395, N21 1.321, N22 1.266
20 O -1.47 3.62 -2.06  C19 1.395
21 N -3.68 2.85 -2.30  C19 1.321, H23 1.041, H24 1.012
22 N -2.32 1.70 -1.01  C19 1.266, H25 1.042, H26 1.028
23 H -3.71 3.48 -3.12  N21 1.041
24 H -4.41 2.15 -2.25  N21 1.012
25 H -1.37 1.54 -0.62  N22 1.042
26 H -2.95 0.90 -0.89  N22 1.028
27 C 1.61 4.87 -1.57  O28 1.351, N29 1.330, N30 1.315
28 O 1.48 3.57 -1.23  C27 1.351
29 N 1.71 5.24 -2.85  C27 1.330, H31 1.039, H32 1.053
30 N 1.77 5.86 -0.72  C27 1.315, H33 1.051, H34 1.057
31 H 1.84 4.40 -3.45  N29 1.039
32 H 2.37 6.00 -3.14  N29 1.053
33 H 1.67 5.55 0.28  N30 1.051
34 H 1.46 6.82 -1.03  N30 1.057
35 C -3.06 0.37 3.23  O36 1.410, N37 1.313, N38 1.273
36 O -2.74 0.53 1.86  C35 1.410
37 N -2.27 0.79 4.20  C35 1.313, H39 1.047, H40 1.043
38 N -4.05 -0.29 3.67  C35 1.273, H41 1.038, H42 0.979
39 H -1.45 1.31 3.81  N37 1.047
40 H -2.73 1.25 5.01  N37 1.043
41 H -4.81 -0.46 3.00  N38 1.038
42 H -4.24 -0.37 4.63  N38 0.979
43 C 0.35 4.96 1.91  O44 1.331, N45 1.287, N46 1.260
44 O -0.45 5.83 2.52  C43 1.331
45 N 1.62 5.14 1.87  C43 1.287, H47 1.019, H48 0.999
46 N -0.04 3.87 1.42  C43 1.260, H49 1.026, H50 1.034
47 H 1.99 6.03 2.20  N45 1.019
48 H 2.23 4.35 1.86  N45 0.999
49 H -1.05 3.75 1.28  N46 1.026
50 H 0.52 3.26 0.79  N46 1.034
51 C 0.29 -0.24 0.17  O52 1.398, N53 1.319, N54 1.276
52 O 0.21 1.13 -0.06  C51 1.398
53 N 1.42 -0.92 0.08  C51 1.319, H55 1.057, H56 1.030
54 N -0.67 -0.88 0.71  C51 1.276, H57 1.009, H58 1.055
55 H 2.26 -0.51 -0.42  N53 1.057
56 H 1.54 -1.87 0.45  N53 1.030
57 H -1.57 -0.42 0.71  N54 1.009
58 H -0.56 -1.91 0.92  N54 1.055
59 C 0.49 -1.10 3.75  O60 1.395, H61 1.069, H62 1.066, H63 1.094
60 O 1.61 -0.76 3.00  C59 1.395, H64 0.957
61 H 0.45 -2.16 3.86  C59 1.069
62 H -0.35 -0.77 3.17  C59 1.066
63 H 0.50 -0.69 4.76  C59 1.094
64 H 1.27 -0.54 2.13  O60 0.957
65 C -0.02 -2.68 -2.31  O66 1.428, H67 1.025, H68 1.067, H69 1.119
66 O 0.73 -3.00 -3.49  C65 1.428, H70 0.976
67 H -0.97 -3.02 -2.45  C65 1.025
68 H -0.06 -1.63 -2.11  C65 1.067
69 H 0.41 -3.12 -1.38  C65 1.119
70 H 0.11 -3.07 -4.23  O66 0.976
71 C 0.68 -3.95 1.52  O72 1.383, H73 1.067, H74 1.020, H75 1.109
72 O -0.67 -3.70 1.36  C71 1.383, H76 0.966
73 H 1.23 -3.64 0.66  C71 1.067
74 H 0.77 -4.96 1.51  C71 1.020
75 H 1.20 -3.68 2.46  C71 1.109
76 H -1.05 -4.32 0.73  O72 0.966
77 C 4.35 -1.81 1.73  O78 1.405, H79 1.060, H80 1.098, H81 1.120
78 O 3.61 -3.00 1.83  C77 1.405, H82 0.957
79 H 3.65 -1.02 1.58  C77 1.060
80 H 5.06 -1.76 0.90  C77 1.098
81 H 4.97 -1.65 2.65  C77 1.120
82 H 3.32 -2.97 2.74  O78 0.957
83 C 3.40 -4.08 -1.05  O84 1.430, H85 1.076, H86 1.075, H87 1.044
84 O 3.28 -5.09 -0.05  C83 1.430, H88 0.963
85 H 2.84 -4.28 -1.95  C83 1.076
86 H 4.43 -3.97 -1.35  C83 1.075
87 H 3.08 -3.12 -0.77  C83 1.044
88 H 3.66 -4.67 0.73  O84 0.963
89 C 3.07 1.01 -2.00  O90 1.410, H91 1.070, H92 1.173, H93 1.052
90 O 3.58 -0.12 -1.32  C89 1.410, H94 0.953
91 H 3.00 0.60 -2.99  C89 1.070
92 H 3.91 1.82 -1.87  C89 1.173
93 H 2.17 1.36 -1.60  C89 1.052
94 H 4.44 -0.19 -1.72  O90 0.953
95 C 2.87 2.10 1.50  O96 1.476, H97 1.107, H98 1.021, H99 1.069
96 O 3.54 3.16 2.28  C95 1.476, H100 0.988
97 H 2.72 2.48 0.47  C95 1.107
98 H 1.96 1.85 1.90  C95 1.021
99 H 3.41 1.19 1.35  C95 1.069
100 H 4.48 3.34 2.03  O96 0.988
101 C -3.17 -1.56 -1.69  O102 1.406, H103 1.070, H104 1.104, H105 1.040
102 O -3.86 -0.53 -1.03  C101 1.406, H106 0.979
103 H -3.88 -2.20 -2.17  C101 1.070
104 H -2.49 -2.13 -1.04  C101 1.104
105 H -2.63 -1.13 -2.47  C101 1.040
106 H -4.78 -0.47 -1.34  O102 0.979